(1)
Here is the molecule C5H7NO from the Open Molecules 2025 dataset. Energies are from ωB97M-V/def2-TZVPD.

Positions of all 14 atoms, in Å:
C1 1.887 -0.271 0.069
C2 0.367 -0.162 0.071
C3 -0.271 0.581 -1.054
C4 -1.513 0.966 -0.836
N1 -2.704 1.184 -0.674
C5 -0.394 -1.149 0.842
O1 -0.368 0.187 1.297
H1 2.253 -0.139 1.088
H2 2.210 -1.264 -0.276
H3 2.370 0.470 -0.577
H4 0.302 1.025 -1.860
H5 -2.967 1.933 -0.037
H6 0.151 -1.812 1.513
H7 -1.323 -1.550 0.435

The calculation puts the HOMO energy at -8.602 eV. The LUMO energy is 0.99 eV. As for the gap between HOMO and LUMO: 9.593 eV.

(2)
Here is a cluster of 9 separate species, C43H103N5O13 in total at a distorted geometry from the Open Molecules 2025 dataset. Energies are from ωB97M-V/def2-TZVPD.

Positions of all 164 atoms, in Å:
C1 -3.521 2.647 5.240
C2 -4.158 1.844 4.088
C3 -5.618 2.166 4.037
C4 -3.473 2.257 2.774
C5 -3.722 1.299 1.599
C6 -3.355 -0.105 2.007
C7 -4.134 -0.576 3.218
C8 -5.566 -0.871 2.865
C9 -3.451 -1.916 3.699
N1 -3.835 0.441 4.228
O1 -4.477 -0.069 5.453
H1 -3.948 3.630 5.147
H2 -3.810 2.261 6.225
H3 -2.454 2.568 5.193
H4 -6.105 1.569 3.318
H5 -6.095 2.074 4.976
H6 -5.600 3.210 3.796
H7 -3.681 3.316 2.587
H8 -2.403 2.259 2.998
H9 -4.774 1.343 1.201
H10 -3.079 1.614 0.800
H11 -2.277 -0.134 2.171
H12 -3.585 -0.761 1.116
H13 -6.124 0.018 2.652
H14 -6.054 -1.135 3.771
H15 -5.649 -1.727 2.226
H16 -3.456 -2.608 2.820
H17 -4.046 -2.348 4.524
H18 -2.418 -1.713 4.007
H19 -3.728 -0.375 5.952
C10 7.853 -5.104 -0.749
C11 6.945 -4.301 -1.640
C12 7.700 -3.008 -2.063
C13 6.497 -5.199 -2.814
C14 5.371 -4.604 -3.642
C15 4.162 -4.508 -2.731
C16 4.396 -3.598 -1.546
C17 4.384 -2.055 -1.901
C18 3.325 -3.775 -0.466
N2 5.694 -4.047 -0.877
O2 5.966 -3.173 0.174
H20 8.783 -5.213 -1.277
H21 7.931 -4.590 0.175
H22 7.379 -6.080 -0.620
H23 7.906 -2.453 -1.155
H24 8.609 -3.259 -2.664
H25 7.048 -2.401 -2.740
H26 7.356 -5.556 -3.413
H27 6.108 -6.162 -2.435
H28 5.745 -3.639 -4.012
H29 5.197 -5.233 -4.520
H30 4.028 -5.519 -2.277
H31 3.211 -4.255 -3.205
H32 5.060 -1.823 -2.740
H33 4.659 -1.578 -0.943
H34 3.407 -1.840 -2.292
H35 3.494 -4.696 0.132
H36 2.256 -3.893 -0.900
H37 3.254 -2.895 0.194
H38 5.878 -3.711 0.968
C19 -7.176 -0.719 -2.119
C20 -5.891 -0.198 -2.715
C21 -6.245 0.891 -3.698
C22 -4.932 0.337 -1.634
C23 -3.497 0.646 -2.225
C24 -3.025 -0.758 -2.796
C25 -3.898 -1.283 -3.930
C26 -3.655 -0.387 -5.134
C27 -3.501 -2.743 -4.326
N3 -5.268 -1.390 -3.444
O3 -5.962 -1.670 -4.680
H39 -6.985 -1.499 -1.388
H40 -7.737 0.130 -1.659
H41 -7.807 -1.076 -2.982
H42 -6.197 0.457 -4.661
H43 -7.213 1.289 -3.474
H44 -5.567 1.744 -3.677
H45 -5.323 1.188 -1.122
H46 -4.848 -0.491 -0.869
H47 -3.507 1.409 -3.025
H48 -2.827 0.985 -1.471
H49 -3.148 -1.356 -1.872
H50 -1.957 -0.868 -3.001
H51 -3.800 0.658 -4.872
H52 -4.426 -0.623 -5.846
H53 -2.696 -0.561 -5.591
H54 -2.472 -2.839 -4.509
H55 -4.149 -3.120 -5.149
H56 -3.646 -3.391 -3.478
H57 -6.717 -2.187 -4.382
C28 0.668 4.037 -1.910
O4 1.380 5.082 -2.495
C29 1.423 6.195 -1.654
C30 2.325 7.235 -2.212
C31 2.480 8.452 -1.373
N4 1.876 7.669 -3.544
H58 0.951 3.896 -0.869
H59 0.985 3.174 -2.451
H60 -0.391 4.264 -1.949
H61 0.374 6.510 -1.557
H62 1.776 5.921 -0.639
H63 3.298 6.732 -2.305
H64 1.617 9.104 -1.476
H65 3.398 8.987 -1.686
H66 2.564 8.225 -0.331
H67 1.851 6.818 -4.108
H68 1.025 8.200 -3.594
C32 3.980 4.969 4.929
O5 2.970 4.709 3.984
C33 2.929 3.322 3.551
C34 2.219 3.381 2.172
C35 0.740 3.875 2.346
N5 2.304 2.039 1.569
H69 3.918 6.093 5.039
H70 4.940 4.650 4.470
H71 3.781 4.581 5.900
H72 3.930 2.905 3.350
H73 2.459 2.595 4.256
H74 2.872 4.080 1.664
H75 0.124 4.015 1.476
H76 0.717 4.860 2.860
H77 0.320 3.196 3.043
H78 1.541 1.935 0.898
H79 3.229 1.833 1.208
O6 0.035 -1.278 -4.508
C36 0.464 -2.585 -4.700
C37 1.773 -2.670 -5.439
O7 1.712 -1.920 -6.608
H80 0.321 -0.835 -5.324
H81 0.564 -3.125 -3.754
H82 -0.256 -3.117 -5.322
H83 2.008 -3.712 -5.647
H84 2.515 -2.219 -4.724
H85 2.626 -1.593 -6.820
O8 0.719 -3.736 5.249
C38 0.370 -3.785 3.881
C39 1.571 -3.657 2.956
O9 2.000 -2.357 2.660
H86 -0.073 -3.770 5.785
H87 -0.221 -4.673 3.694
H88 -0.259 -2.888 3.702
H89 1.331 -4.101 2.030
H90 2.418 -4.262 3.366
H91 1.555 -1.603 3.103
O10 0.817 -0.993 6.462
C40 -0.121 -0.307 5.653
C41 0.502 0.729 4.755
O11 1.027 0.104 3.557
H92 0.881 -1.841 5.974
H93 -0.686 -1.041 5.043
H94 -0.817 0.205 6.305
H95 1.294 1.299 5.289
H96 -0.298 1.493 4.484
H97 1.399 0.800 3.030
O12 -0.363 1.084 0.531
C42 -0.143 -0.287 0.244
C43 0.934 -0.419 -0.874
O13 0.606 0.402 -2.042
H98 -0.209 1.575 -0.320
H99 0.249 -0.691 1.191
H100 -1.139 -0.712 -0.019
H101 1.139 -1.475 -1.099
H102 1.921 -0.021 -0.492
H103 0.324 -0.143 -2.797

The calculation puts the HOMO energy at -8.543 eV. The LUMO energy is 0.30 eV. As for the gap between HOMO and LUMO: 8.838 eV.

(3)
Here is a structure of composition C18H23F6N3O5S6SiZr at a distorted geometry from the Open Molecules 2025 dataset. Energies are from ωB97M-V/def2-TZVPD.

Positions of all 63 atoms, in Å:
Zr1 0.654 0.041 -0.243
F1 4.524 2.823 0.540
C1 4.294 1.533 0.236
F2 4.080 0.903 1.402
F3 5.441 1.053 -0.271
S1 2.792 1.411 -0.940
O1 1.762 1.727 0.147
O2 3.145 2.495 -1.818
N1 2.521 0.052 -1.445
S2 2.077 -2.333 -1.523
O3 0.752 -1.895 -0.875
O4 2.138 -3.804 -1.544
C2 3.073 -2.032 0.131
F4 2.406 -1.093 0.939
F5 3.119 -3.141 0.873
F6 4.332 -1.627 -0.008
O5 -1.316 6.947 1.227
C3 -1.215 5.808 0.825
S3 -0.681 5.393 -0.807
C4 -0.774 3.641 -0.645
C5 -1.188 3.152 0.539
S4 -1.374 1.498 0.958
S5 -1.620 4.377 1.754
S6 0.118 2.823 -1.936
C6 0.957 -2.425 3.752
Si1 0.093 -0.898 3.003
C7 1.281 0.568 3.186
C8 -1.355 -0.500 4.174
N2 -0.359 -1.068 1.353
C9 -1.487 -1.719 0.934
C10 -2.072 -1.389 -0.311
C11 -3.237 -1.986 -0.744
C12 -3.882 -2.944 0.031
C13 -3.317 -3.299 1.249
C14 -2.149 -2.708 1.693
H1 1.505 -2.144 4.656
H2 1.664 -2.864 3.047
H3 0.237 -3.201 4.028
H4 2.313 0.251 3.346
H5 0.988 1.197 4.028
H6 1.257 1.196 2.302
H7 -0.996 -0.371 5.200
H8 -2.119 -1.281 4.179
H9 -1.834 0.427 3.854
H10 -1.596 -0.609 -0.911
H11 -3.670 -1.694 -1.695
H12 -4.806 -3.396 -0.309
H13 -3.798 -4.055 1.862
H14 -1.716 -3.007 2.640
C15 -2.187 0.771 -3.373
C16 -0.645 0.724 -3.304
C17 -0.089 1.587 -4.455
C18 -0.164 -0.697 -3.596
N3 -0.195 1.164 -1.942
H15 -2.530 0.887 -4.405
H16 -2.547 1.619 -2.786
H17 -2.623 -0.140 -2.961
H18 -0.351 1.121 -5.408
H19 0.999 1.659 -4.383
H20 -0.503 2.593 -4.428
H21 -0.421 -0.973 -4.621
H22 -0.622 -1.417 -2.922
H23 0.918 -0.731 -3.479

The calculation puts the HOMO energy at -1.407 eV. The LUMO energy is 4.58 eV. The net charge is -2. As for the gap between HOMO and LUMO: 5.984 eV.

(4)
Here is a cluster of 2 separate species, C5H11NO in total from the Open Molecules 2025 dataset. Energies are from ωB97M-V/def2-TZVPD.

Positions of all 18 atoms, in Å:
C1 -0.771 -2.109 -0.845
C2 -0.170 -0.726 -0.927
N1 0.809 -0.258 -0.275
C3 1.516 -1.062 0.698
H1 -0.917 -2.406 0.198
H2 -1.748 -2.156 -1.336
H3 -0.136 -2.865 -1.328
H4 -0.633 -0.015 -1.619
H5 1.053 -0.925 1.685
H6 1.534 -2.133 0.464
H7 2.546 -0.697 0.774
C4 -0.907 2.052 0.792
C5 0.186 2.362 -0.214
O1 -0.037 2.538 -1.390
H8 -1.193 2.945 1.362
H9 -1.774 1.666 0.250
H10 -0.565 1.306 1.515
H11 1.207 2.482 0.196

The calculation puts the HOMO energy at -9.403 eV. The LUMO energy is 0.88 eV. As for the gap between HOMO and LUMO: 10.288 eV.